Entry 1:
# C10H42O11

11 unconnected molecules or ions with the total composition C10H42O11 in a non-equilibrium geometry (wB97M-V/def2-TZVPD, the Open Molecules 2025 dataset).

Calculated values
ΔE to the lowest compared entry with this formula, charge and spin, kcal/mol: 34.9
Expectation value of S²: 0.754
E_LUMO (spin up / spin down), eV: -2.740 / -9.558
E_HOMO (spin up / spin down), eV: -12.643 / -12.571

Geometry as ORCA input:
```
! wB97M-V def2-TZVPD RIJCOSX def2/J DEFGRID3
* xyz 1 2
C -3.872 1.804 0.274
C -2.800 2.395 1.150
O -2.191 3.481 0.514
H -4.558 2.610 0.013
H -4.393 0.958 0.721
H -3.385 1.503 -0.653
H -2.055 1.615 1.304
H -3.367 2.840 1.969
H -1.399 3.698 1.012
C 0.365 -4.776 -2.167
C 1.354 -5.248 -1.084
O 2.627 -4.700 -1.308
H 0.602 -5.117 -3.174
H 0.460 -3.694 -2.066
H -0.656 -5.044 -1.895
H 1.687 -6.277 -1.219
H 1.079 -5.040 -0.050
H 3.231 -5.426 -1.135
C 1.186 0.716 -0.475
C -0.207 0.217 -0.660
O -0.144 -0.983 -1.362
H 1.070 1.660 0.056
H 1.629 0.851 -1.462
H 1.861 0.017 0.021
H -0.823 0.956 -1.172
H -0.667 0.151 0.326
H 0.632 -1.478 -1.089
C -0.373 -0.538 5.564
C -1.349 -0.452 4.367
O -0.794 0.260 3.362
H 0.502 -1.133 5.302
H -0.769 -1.176 6.354
H -0.054 0.442 5.919
H -2.348 -0.104 4.632
H -1.461 -1.483 4.032
H -0.212 -0.361 2.918
C 1.670 3.963 -1.819
C 0.866 5.232 -1.865
O 0.256 5.405 -3.140
H 2.510 3.891 -2.511
H 1.023 3.089 -1.890
H 2.005 3.921 -0.783
H 1.538 6.073 -1.690
H 0.094 5.323 -1.101
H -0.434 4.740 -3.088
O 1.120 -1.418 2.067
H 0.772 -2.298 2.207
H 1.966 -1.558 1.641
O 2.920 0.029 -4.439
H 2.407 -0.755 -4.637
H 2.646 0.278 -3.557
O -2.559 -2.507 -0.449
H -1.914 -2.684 0.235
H -2.048 -2.142 -1.172
O -1.953 -0.261 -3.898
H -1.272 -0.549 -3.290
H -2.690 -0.848 -3.730
O 3.188 -2.416 0.529
H 2.897 -3.301 0.312
H 3.786 -2.179 -0.180
O 0.132 2.747 2.130
H 0.810 3.124 2.691
H -0.147 1.955 2.589
*
```

Atomic charges from the Mulliken analysis, expressed in e, are listed below: -1.218, 0.582, -0.118, 0.406, 0.372, 0.282, -0.093, 0.342, 0.431, -0.638, -0.288, -0.541, 0.318, -0.071, 0.313, 0.464, 0.169, 0.332, -0.987, 0.609, -0.182, 0.211, 0.184, 0.146, 0.302, -0.264, 0.080, -0.990, -0.332, -0.440, 0.231, 0.389, 0.269, 0.358, 0.241, 0.145, -0.434, -0.343, -0.490, 0.316, -0.077, 0.273, 0.337, 0.145, 0.294, -0.592, 0.231, 0.279, -0.640, 0.314, 0.317, -0.612, 0.283, 0.313, -0.655, 0.307, 0.322, -0.678, 0.313, 0.290, -0.542, 0.275, 0.440

---

Entry 2:
# C10H43N20O11

11 unconnected molecules or ions with the total composition C10H43N20O11 in a non-equilibrium geometry (wB97M-V/def2-TZVPD, the Open Molecules 2025 dataset).

Calculated values
Expectation value of S²: 0.762
E_LUMO (spin up / spin down), eV: -4.556 / -10.058
E_HOMO (spin up / spin down), eV: -13.486 / -13.486

Geometry as ORCA input:
```
! wB97M-V def2-TZVPD RIJCOSX def2/J DEFGRID3
* xyz 2 2
O 0.130 -0.660 0.136
H 0.767 -0.782 0.844
H -0.407 -1.440 -0.022
H -0.493 -0.011 0.470
C 1.095 -4.482 1.412
O 0.364 -4.032 0.593
N 1.201 -4.106 2.642
N 1.726 -5.600 1.176
H 0.695 -3.300 2.981
H 1.607 -4.725 3.330
H 1.648 -6.016 0.259
H 2.540 -5.739 1.757
C -0.157 2.346 2.741
O -0.629 1.405 2.116
N 1.056 2.720 2.707
N -0.745 3.203 3.428
H 1.339 3.407 3.392
H 1.755 2.049 2.420
H -1.704 3.010 3.679
H -0.180 3.872 3.932
C -3.398 -1.721 0.145
O -2.322 -1.314 0.434
N -3.756 -2.034 -1.015
N -4.379 -1.823 0.957
H -4.650 -2.373 -1.338
H -3.108 -2.133 -1.783
H -5.193 -2.362 0.697
H -4.262 -1.426 1.878
C -0.492 3.186 -0.767
O -0.675 2.011 -0.514
N 0.427 3.911 -0.197
N -0.921 3.733 -1.772
H 1.063 3.540 0.494
H 0.428 4.915 -0.311
H -1.814 3.469 -2.161
H -0.403 4.513 -2.152
C -0.300 -3.060 -2.768
O -0.735 -2.264 -2.016
N -0.317 -2.810 -4.037
N 0.239 -4.145 -2.433
H -0.773 -1.974 -4.375
H 0.214 -3.343 -4.710
H 0.527 -4.788 -3.156
H 0.418 -4.301 -1.452
C 3.835 -0.491 -0.205
O 2.753 -0.925 0.145
N 4.192 0.757 -0.024
N 4.802 -1.139 -0.754
H 3.542 1.461 0.296
H 5.110 1.041 -0.335
H 4.629 -2.100 -1.012
H 5.708 -0.694 -0.755
C 2.195 1.318 -2.869
O 2.781 0.688 -3.703
N 1.516 0.817 -1.841
N 2.166 2.619 -2.833
H 1.667 -0.182 -1.820
H 0.866 1.337 -1.269
H 2.704 3.113 -3.530
H 1.506 3.097 -2.236
C -1.265 0.698 -4.131
O -0.683 0.125 -4.992
N -1.674 1.955 -4.339
N -1.446 0.310 -2.931
H -1.296 2.421 -5.150
H -2.058 2.451 -3.547
H -1.859 0.942 -2.260
H -1.304 -0.633 -2.599
C 1.668 -0.865 3.777
O 0.763 -1.058 2.966
N 1.701 -1.156 5.018
N 2.913 -0.690 3.346
H 0.777 -1.242 5.417
H 2.539 -1.013 5.564
H 3.656 -0.438 3.983
H 3.229 -1.042 2.453
C -4.008 2.674 2.008
O -3.752 3.164 3.055
N -3.139 2.169 1.166
N -5.200 2.703 1.581
H -2.194 2.190 1.522
H -3.393 1.781 0.269
H -5.491 2.010 0.906
H -5.880 3.302 2.027
*
```

Atomic charges from the Mulliken analysis, expressed in e, are listed below: 1.597, 0.053, -0.020, 0.036, 0.653, -0.547, -0.324, -0.487, 0.172, 0.175, 0.224, 0.179, 0.610, -0.753, -0.438, -0.361, 0.162, 0.189, 0.236, 0.126, 0.383, -0.468, -0.330, -0.456, 0.180, 0.184, 0.158, 0.246, -0.524, -0.256, -0.285, -0.039, 0.180, 0.175, 0.329, 0.233, 0.392, -0.316, -0.367, -0.319, 0.056, 0.186, 0.157, 0.252, 0.517, -0.554, -0.359, -0.414, 0.100, 0.149, 0.247, 0.157, 0.353, -0.522, 1.146, -0.235, -0.077, -0.245, 0.246, 0.247, 0.943, -0.637, -0.381, 0.245, 0.268, 0.041, -0.237, -0.185, 0.563, -0.525, -0.442, -0.344, 0.290, 0.157, 0.167, 0.138, 0.751, -0.686, 0.235, -0.385, -0.482, 0.101, 0.160, 0.258

---

Entry 3:
# C10H48O19

14 unconnected molecules or ions with the total composition C10H48O19 in a non-equilibrium geometry (wB97M-V/def2-TZVPD, the Open Molecules 2025 dataset).

Calculated values
ΔE to the lowest compared entry with this formula, charge and spin, kcal/mol: 88.1
E_LUMO, eV: -0.458
E_HOMO, eV: -9.670

Geometry as ORCA input:
```
! wB97M-V def2-TZVPD RIJCOSX def2/J DEFGRID3
* xyz 0 1
O -0.696 3.234 -1.644
H -0.378 4.076 -1.968
H -1.321 3.218 -0.921
O -2.004 1.220 -3.233
H -1.348 0.506 -3.141
H -1.631 1.910 -2.720
O 0.136 -3.446 3.372
H 0.240 -3.652 2.378
H 0.796 -2.804 3.408
O 3.310 -1.458 -1.499
H 2.528 -1.248 -0.954
H 3.971 -1.825 -0.899
O 2.763 -1.603 2.217
H 3.253 -0.902 1.711
H 3.405 -2.190 2.583
O 4.669 2.440 -0.271
H 4.563 3.102 0.420
H 3.715 2.279 -0.464
O -2.318 -0.650 3.309
H -2.333 0.294 3.313
H -1.577 -0.778 2.746
O -1.371 3.001 1.509
H -0.542 3.372 1.102
H -1.775 3.863 1.756
O 2.256 2.528 -1.303
H 1.619 2.868 -0.718
H 2.422 3.094 -2.065
C 1.580 1.355 3.686
C 2.302 1.870 2.487
O 3.689 1.769 2.674
O 0.269 1.484 3.385
H 1.858 1.923 4.553
H 1.796 0.251 3.811
H 2.010 2.920 2.438
H 2.053 1.457 1.535
H 4.115 1.045 2.175
H 0.092 0.813 2.669
C -0.509 -0.894 0.559
C 0.135 0.326 -0.135
O 1.491 0.028 -0.389
O 0.185 -1.135 1.722
H -0.464 -1.780 -0.027
H -1.569 -0.683 0.661
H 0.007 1.209 0.494
H -0.344 0.682 -1.081
H 1.798 0.723 -0.997
H 1.122 -0.958 1.559
C -4.695 1.991 1.354
C -3.811 1.003 0.642
O -3.315 1.635 -0.491
O -5.246 1.517 2.509
H -5.561 2.437 0.715
H -4.075 2.868 1.590
H -4.301 0.138 0.350
H -3.046 0.791 1.343
H -3.761 1.220 -1.281
H -4.606 1.473 3.191
C -0.479 -4.294 -1.461
C -1.413 -4.412 -0.332
O -0.715 -4.640 0.926
O -1.136 -4.009 -2.707
H 0.404 -5.027 -1.537
H -0.009 -3.338 -1.185
H -1.931 -5.305 -0.434
H -2.027 -3.549 -0.364
H -0.507 -5.606 0.920
H -1.357 -4.905 -3.047
C 0.646 -0.934 -3.709
C 0.852 0.490 -4.325
O 2.130 0.471 -4.903
O -0.478 -1.092 -2.908
H 1.559 -1.129 -3.075
H 0.655 -1.742 -4.472
H 0.906 1.140 -3.452
H 0.022 0.736 -4.969
H 2.200 1.151 -5.623
H -0.872 -1.930 -3.072
*
```

Atomic charges from the Mulliken analysis, expressed in e, are listed below: -0.624, 0.249, 0.287, -0.762, 0.292, 0.367, -0.666, 0.380, 0.289, -0.707, 0.235, 0.279, -0.506, 0.094, 0.264, -0.682, 0.316, 0.400, -0.692, 0.346, 0.326, -0.454, 0.178, 0.262, -0.669, 0.233, 0.266, -0.117, 0.194, -0.586, -0.503, 0.416, 0.082, 0.224, -0.160, 0.418, 0.065, 0.401, 2.212, 0.032, -0.103, -1.470, 0.407, -0.355, -0.747, 0.228, -0.134, -0.416, 0.203, -0.393, -0.535, 0.234, 0.124, 0.666, -0.437, 0.301, 0.310, 0.436, -0.723, -0.517, -0.538, 0.362, -0.366, 0.500, 0.355, 0.263, 0.298, 0.071, -0.257, -0.542, -0.501, -0.053, 0.526, -0.087, 0.450, 0.330, 0.134

---

Entry 4:
# C10H4O3

A molecular structure, C10H4O3 in a non-equilibrium geometry (wB97M-V/def2-TZVPD, the Open Molecules 2025 dataset).

Calculated values
ΔE to the lowest compared entry with this formula, charge and spin, kcal/mol: 9.8
E_LUMO, eV: -1.280
E_HOMO, eV: -9.677

Geometry as ORCA input:
```
! wB97M-V def2-TZVPD RIJCOSX def2/J DEFGRID3
* xyz 0 1
C 0.228 -1.687 1.958
C 0.049 -1.046 3.250
C -0.392 -0.829 0.940
C -0.128 0.020 -0.101
C 1.290 -1.807 2.998
C -0.968 1.044 0.453
C -2.244 -0.176 2.815
C -0.845 0.078 3.237
C -1.406 0.160 1.687
C 0.569 -0.159 -1.404
O 2.285 -2.276 3.399
O -1.196 2.154 0.176
O -3.350 -0.308 3.284
H -0.903 0.981 3.898
H 0.581 -1.192 -1.652
H 1.592 0.306 -1.310
H -0.133 0.436 -2.186
*
```

Atomic charges from the Mulliken analysis, expressed in e, are listed below: -0.291, 0.069, 0.190, 0.340, 0.381, 0.115, 0.253, -0.260, 0.481, -1.032, -0.483, -0.554, -0.537, 0.391, 0.368, 0.280, 0.290

---

> What is the formula in the first record?

C10H42O11